# 1
Molecular formula: C3H5N2O2S
Method: DFT, ωB97M-V/def2-TZVPD

Structure (XYZ):
```
13
C3H5N2O2S | the Open Molecules 2025 dataset | ωB97M-V/def2-TZVPD
O 1.73 -2.49 0.72
C 1.19 -1.46 0.35
N 0.52 -1.26 -0.72
C -0.31 -0.12 -1.11
C -1.13 0.58 -0.08
N -0.37 1.42 0.77
S 0.50 0.72 2.04
O 1.57 -0.26 1.35
H -0.88 -0.45 -1.99
H 0.44 0.69 -1.45
H -1.95 0.99 -0.60
H -1.61 -0.22 0.57
H 0.30 1.86 0.15
```

Results
SMILES = [O-]C1=NCCNSO1
LUMO level = 3.63 eV
HOMO = -3.8519 eV
DFT total energy = -775.495596 a.u.
net charge = -1
gap between HOMO and LUMO = 7.48 eV

=====

# 2
Molecular formula: C3H5N2O3
Method: DFT, ωB97M-V/def2-TZVPD

Structure (XYZ):
```
13
C3H5N2O3 | the Open Molecules 2025 dataset | ωB97M-V/def2-TZVPD
C -1.84 -0.74 -0.60
C 0.51 -0.95 0.25
C 1.30 0.19 -0.16
N -0.69 -1.20 -0.09
N -2.58 0.27 -0.30
O -2.13 1.03 0.79
O 0.82 1.08 -0.93
O 2.55 0.41 0.14
H -2.28 -1.45 -1.27
H 0.95 -1.75 0.98
H -2.76 1.88 0.69
H 1.41 1.54 -1.46
H 3.06 -0.16 0.91
```

Results
LUMO level (spin up / spin down) = -6.57 / -6.57 eV
HOMO (spin up / spin down) = -13.2466 / -13.2435 eV
DFT total energy = -452.128568 a.u.
net charge = +1
gap between HOMO and LUMO (spin up / spin down) = 6.68 / 6.67 eV

=====

# 3
Molecular formula: C3H5N2O3S
Method: DFT, ωB97M-V/def2-TZVPD

Structure (XYZ):
```
14
C3H5N2O3S | the Open Molecules 2025 dataset | ωB97M-V/def2-TZVPD
O -1.94 -1.99 -0.32
N -1.21 -1.63 0.66
C -1.06 -0.20 0.90
C -0.70 0.67 -0.36
C 0.56 0.26 -1.03
N 1.04 -1.14 -0.48
S 1.90 0.12 0.01
O 3.17 0.25 -0.71
O 1.92 0.71 1.41
H -0.34 -0.10 1.81
H -2.05 0.20 1.30
H -0.59 1.71 0.03
H -1.41 0.57 -1.09
H 0.72 0.56 -2.11
```

Results
SMILES = O=NCC[C@@H]1N=[S@]1(=O)[O-]
LUMO level = 3.58 eV
HOMO = -4.1854 eV
DFT total energy = -850.599860 a.u.
net charge = -1
gap between HOMO and LUMO = 7.76 eV

=====

# 4
Molecular formula: C3H5N2O4
Method: DFT, ωB97M-V/def2-TZVPD

Structure (XYZ):
```
14
C3H5N2O4 | the Open Molecules 2025 dataset | ωB97M-V/def2-TZVPD
O -2.01 -1.61 2.88
N -1.79 -2.18 1.82
O -0.52 -1.89 1.43
C -0.64 -0.85 0.35
N 0.78 -0.45 0.01
C 0.95 1.04 -0.18
C 0.82 1.56 -1.73
O 1.33 0.91 -2.79
O 0.14 2.87 -1.94
H -1.26 0.04 0.84
H -1.22 -1.38 -0.53
H 1.20 -1.01 -0.76
H 2.05 1.30 0.17
H 0.15 1.65 0.44
```

Results
SMILES = O=NOCNCC(=O)[O-]
LUMO level = 2.22 eV
HOMO = -4.0276 eV
DFT total energy = -527.643316 a.u.
net charge = -1
gap between HOMO and LUMO = 6.25 eV

=====

# 5
Molecular formula: C3H5N2OS
Method: DFT, ωB97M-V/def2-TZVPD

Structure (XYZ):
```
12
C3H5N2OS | the Open Molecules 2025 dataset | ωB97M-V/def2-TZVPD
C 0.75 -1.30 -0.42
C 1.20 0.04 -0.17
C 0.09 0.99 0.41
N -0.25 -1.94 -0.23
N -2.28 0.07 0.40
O -3.37 -0.40 0.24
S -1.51 1.14 -0.49
H 1.55 -1.91 -0.74
H 2.04 -0.02 0.53
H 1.40 0.66 -1.08
H -0.22 0.80 1.44
H 0.62 1.87 0.11
```

Results
LUMO level (spin up / spin down) = -8.15 / -7.28 eV
HOMO (spin up / spin down) = -13.7494 / -15.9801 eV
DFT total energy = -699.745360 a.u.
net charge = +1
gap between HOMO and LUMO (spin up / spin down) = 5.60 / 8.70 eV

=====

# 6
Molecular formula: C3H5N2OS
Method: DFT, ωB97M-V/def2-TZVPD

Structure (XYZ):
```
12
C3H5N2OS | the Open Molecules 2025 dataset | ωB97M-V/def2-TZVPD
C 0.19 1.06 -0.38
C 0.87 0.16 0.67
C 0.60 -1.13 -0.24
N -1.11 1.17 -0.33
N -1.99 0.40 0.02
O -3.07 0.49 0.49
S -1.10 -1.64 -0.07
H 0.73 1.52 -1.19
H 2.00 0.33 0.69
H 0.71 0.25 1.77
H 0.77 -0.68 -1.30
H 1.40 -1.91 -0.12
```

Results
LUMO level = -7.13 eV
HOMO = -14.6072 eV
DFT total energy = -699.761400 a.u.
net charge = +1
gap between HOMO and LUMO = 7.48 eV

=====

# 7
Molecular formula: C3H5N2P
Method: DFT, ωB97M-V/def2-TZVPD

Structure (XYZ):
```
11
C3H5N2P | the Open Molecules 2025 dataset | ωB97M-V/def2-TZVPD
P -2.35 0.13 -0.34
C -0.60 0.21 -0.09
C 0.37 -1.08 0.18
C 1.62 -0.44 -0.05
N 1.40 0.90 -0.23
N 0.13 1.21 -0.32
H -2.90 1.17 0.60
H -2.46 -0.93 0.54
H 0.06 -2.03 0.10
H 2.66 -0.77 0.03
H 2.08 1.63 -0.42
```

Results
SMILES = Pc1cc[nH]n1
LUMO level = 1.02 eV
HOMO = -8.6290 eV
DFT total energy = -568.097093 a.u.
gap between HOMO and LUMO = 9.65 eV

=====

# 8
Molecular formula: C3H5N2PS
Method: DFT, ωB97M-V/def2-TZVPD

Structure (XYZ):
```
12
C3H5N2PS | the Open Molecules 2025 dataset | ωB97M-V/def2-TZVPD
C -1.21 1.15 0.09
C 0.24 0.76 -0.12
N 1.30 1.53 -0.21
N 2.43 0.96 -0.16
S 2.24 -0.69 -0.05
C 0.61 -0.61 0.00
P -0.38 -1.97 0.59
H -1.28 2.24 0.19
H -1.75 0.88 -0.78
H -1.50 0.53 0.96
H 0.62 -2.93 -0.05
H -1.32 -1.86 -0.45
```

Results
SMILES = Cc1nnsc1P
LUMO level = 0.23 eV
HOMO = -9.2492 eV
DFT total energy = -966.296528 a.u.
gap between HOMO and LUMO = 9.48 eV

=====

# 9
Molecular formula: C3H5N3
Method: DFT, ωB97M-V/def2-TZVPD

Structure (XYZ):
```
11
C3H5N3 | the Open Molecules 2025 dataset | ωB97M-V/def2-TZVPD
C 1.58 -0.29 -0.44
N 0.21 0.00 -0.08
C -0.62 -0.72 0.67
N -1.82 -0.17 0.80
C -1.71 0.96 0.09
N -0.62 1.26 -0.49
H 1.67 -0.37 -1.53
H 2.23 0.52 -0.10
H 1.90 -1.23 0.01
H -0.34 -1.68 1.12
H -2.49 1.72 -0.05
```

Results
SMILES = Cn1cncn1
LUMO level = 0.87 eV
HOMO = -9.9994 eV
DFT total energy = -281.548906 a.u.
gap between HOMO and LUMO = 10.87 eV

=====

# 10
Molecular formula: C3H5N3
Method: DFT, ωB97M-V/def2-TZVPD

Structure (XYZ):
```
11
C3H5N3 | the Open Molecules 2025 dataset | ωB97M-V/def2-TZVPD
N 1.02 -1.34 -0.32
C 0.29 -0.19 0.01
C 0.68 0.82 0.78
C -2.36 1.75 -0.02
N -1.83 0.74 -0.30
N -1.00 -0.27 -0.60
H 1.94 -1.33 0.09
H 1.07 -1.51 -1.32
H 1.71 0.89 1.12
H -0.01 1.58 1.10
H -1.45 -1.17 -0.50
```

Results
LUMO level = 0.83 eV
HOMO = -8.8919 eV
DFT total energy = -281.484221 a.u.
gap between HOMO and LUMO = 9.72 eV

=====

# 11
Molecular formula: C3H5N3
Method: DFT, ωB97M-V/def2-TZVPD

Structure (XYZ):
```
11
C3H5N3 | the Open Molecules 2025 dataset | ωB97M-V/def2-TZVPD
N 1.40 -1.26 0.15
C 0.33 -0.34 0.10
C -0.44 0.10 1.21
N -1.41 0.93 0.84
N -1.29 1.01 -0.49
C -0.26 0.27 -0.98
H 2.13 -0.94 0.76
H 1.80 -1.42 -0.77
H -0.32 -0.16 2.25
H -1.92 1.60 -1.00
H -0.05 0.23 -2.04
```

Results
SMILES = Nc1cn[nH]c1
LUMO level = 1.03 eV
HOMO = -8.2794 eV
DFT total energy = -281.563829 a.u.
gap between HOMO and LUMO = 9.31 eV

=====

# 12
Molecular formula: C3H5N3
Method: DFT, ωB97M-V/def2-TZVPD

Structure (XYZ):
```
11
C3H5N3 | the Open Molecules 2025 dataset | ωB97M-V/def2-TZVPD
N 1.33 -1.16 -0.66
C 0.33 -0.33 -0.13
C 0.33 0.85 0.59
C -1.04 1.14 0.77
N -1.83 0.23 0.23
N -0.97 -0.65 -0.32
H 2.25 -0.88 -0.34
H 1.33 -1.13 -1.68
H 1.19 1.41 0.93
H -1.48 2.00 1.26
H -1.31 -1.55 -0.63
```

Results
SMILES = Nc1ccn[nH]1
LUMO level = 0.91 eV
HOMO = -8.6098 eV
DFT total energy = -281.569474 a.u.
gap between HOMO and LUMO = 9.52 eV